Entry 1:
ORCA calculation (ωB97M-V/def2-TZVPD) on a molecular structure, C7H7O6SSc.

Properties
HOMO-LUMO gap (alpha / beta) (eV): 6.1 / 5.3
Calculated total energy (eV): -51173.79606

ORCA input file:
```
! wB97M-V def2-TZVPD RIJCOSX def2/J DEFGRID3
* xyz 2 1
O -0.802 -3.029 -1.258
C -0.553 -1.902 -1.330
Sc 0.396 0.184 -1.237
C 2.190 1.636 -1.325
O 3.178 2.222 -1.192
C 2.035 -1.078 -2.447
O 3.083 -0.812 -2.970
C -0.501 0.666 -3.329
O -0.837 0.809 -4.426
C 2.062 -1.177 -0.267
O 2.825 -1.858 0.287
H 1.445 -2.022 -2.694
C -1.316 1.951 2.543
S -0.428 0.438 2.199
C -1.838 -0.682 2.215
O -0.200 0.651 0.650
H -1.314 2.007 3.632
H -2.337 1.950 2.132
H -0.760 2.801 2.140
H -2.432 -0.508 3.119
H -2.441 -0.538 1.311
H -1.455 -1.708 2.248
*
```

Entry 2:
ORCA calculation (ωB97M-V/def2-TZVPD) on a molecular structure, C7H7O6SSr.

Properties
HOMO-LUMO gap (alpha / beta) (eV): 6.2 / 6.2
Calculated total energy (eV): -31319.59413

ORCA input file:
```
! wB97M-V def2-TZVPD RIJCOSX def2/J DEFGRID3
* xyz 1 1
O -2.366 -3.078 -3.399
C -1.892 -2.273 -2.739
Sr -0.917 -0.293 -0.374
O -0.562 -4.012 -0.036
C -0.674 -2.871 -0.177
C 0.927 -0.032 1.626
O 1.408 0.033 2.663
C 0.118 2.268 -0.784
O 0.749 3.241 -0.712
C 1.971 -0.589 -1.476
O 3.074 -0.736 -1.758
H -0.507 0.458 -2.576
C -1.879 2.815 2.465
S -2.417 1.128 2.948
C -4.154 1.442 2.820
O -2.109 0.299 1.675
H -2.175 3.623 3.166
H -2.387 2.936 1.482
H -0.781 2.797 2.367
H -4.410 1.944 1.880
H -4.697 0.503 2.932
H -4.441 2.090 3.646
*
```

Entry 3:
ORCA calculation (ωB97M-V/def2-TZVPD) on C7H8 in the gas phase.

Properties
HOMO-LUMO gap (eV): 9.8
Calculated total energy (eV): -7384.86679

ORCA input file:
```
! wB97M-V def2-TZVPD RIJCOSX def2/J DEFGRID3
* xyz 0 1
C 3.483 -0.089 0.105
C 2.262 0.043 -0.086
C 0.700 0.151 -0.065
C -0.035 1.223 0.243
C -1.502 0.948 -0.114
C -1.553 -0.599 0.139
C -0.102 -1.099 -0.239
H 4.526 -0.298 0.121
H 0.379 2.254 0.531
H -1.565 1.184 -1.203
H -2.203 1.507 0.331
H -1.824 -0.816 1.146
H -2.373 -1.118 -0.528
H -0.073 -1.624 0.768
H -0.119 -1.666 -1.148
*
```

Entry 4:
ORCA calculation (ωB97M-V/def2-TZVPD) on C7H8 in the gas phase.

Properties
HOMO-LUMO gap (eV): 9.8
Calculated total energy (eV): -7387.47286

ORCA input file:
```
! wB97M-V def2-TZVPD RIJCOSX def2/J DEFGRID3
* xyz 0 1
C 1.604 1.641 0.482
C 0.713 0.584 -0.120
C 0.885 -0.770 0.349
C -0.234 -1.467 0.698
C -1.438 -1.151 0.009
C -1.471 -0.122 -0.886
C -0.500 0.898 -0.660
H 2.552 1.822 -0.044
H 1.848 1.400 1.515
H 1.116 2.603 0.346
H 1.929 -1.002 0.518
H -0.279 -2.211 1.472
H -2.231 -1.885 0.020
H -2.257 0.012 -1.610
H -0.757 1.925 -0.886
*
```

Entry 5:
ORCA calculation (ωB97M-V/def2-TZVPD) on C7H8 in the gas phase.

Properties
HOMO-LUMO gap (eV): 9.7
Calculated total energy (eV): -7386.89157

ORCA input file:
```
! wB97M-V def2-TZVPD RIJCOSX def2/J DEFGRID3
* xyz 0 1
C 0.989 -1.508 1.258
C 0.318 -0.451 0.410
C -1.016 -0.573 0.320
C -1.782 0.512 -0.206
C -0.952 1.505 -0.949
C 0.503 1.407 -1.085
C 1.138 0.469 -0.298
H 2.032 -1.634 0.966
H 0.498 -2.501 1.191
H 0.770 -1.060 2.166
H -1.543 -1.496 0.319
H -2.723 0.343 -0.686
H -1.408 2.316 -1.603
H 0.925 2.307 -1.541
H 2.252 0.365 -0.263
*
```

Entry 6:
ORCA calculation (ωB97M-V/def2-TZVPD) on 2 unconnected molecules or ions with the total composition C7H8.

Properties
HOMO-LUMO gap (alpha / beta) (eV): 7.2 / 8.4
Calculated total energy (eV): -7379.64477

ORCA input file:
```
! wB97M-V def2-TZVPD RIJCOSX def2/J DEFGRID3
* xyz 0 1
C -0.626 0.241 -1.933
C -0.051 1.018 -0.641
C 0.746 -2.641 2.380
C 1.254 -3.179 3.352
C 0.016 -2.354 1.214
C 0.002 -0.302 -0.638
C 0.050 2.413 -0.386
H 0.024 0.347 -2.877
H -1.675 0.028 -1.916
H 1.655 -3.456 4.260
H 0.042 -3.114 0.467
H -0.763 -1.697 1.300
H 0.593 3.073 -1.027
H 0.305 2.733 0.686
H -0.896 2.884 -0.639
*
```

Entry 7:
ORCA calculation (ωB97M-V/def2-TZVPD) on a molecular structure, C7H8.

Properties
HOMO-LUMO gap (alpha / beta) (eV): 7.7 / 7.4
Calculated total energy (eV): -7381.36516

ORCA input file:
```
! wB97M-V def2-TZVPD RIJCOSX def2/J DEFGRID3
* xyz 0 1
C 0.647 0.012 0.321
C 1.842 0.170 0.002
C -0.495 1.061 0.190
C -1.539 0.156 0.344
C -0.587 -0.918 0.436
C -2.982 -0.058 0.055
C 3.277 0.023 0.188
H -0.481 1.868 -0.381
H -0.504 -1.758 -0.110
H -3.434 -0.149 1.028
H -3.160 -0.877 -0.689
H -3.360 0.815 -0.326
H 3.795 0.717 0.937
H 3.740 0.146 -0.744
H 3.620 -0.952 0.379
*
```

Entry 8:
ORCA calculation (ωB97M-V/def2-TZVPD) on a molecular structure, C7H8Br6Cl6O3.

Properties
HOMO-LUMO gap (eV): 10.2
Calculated total energy (eV): -508919.94851

ORCA input file:
```
! wB97M-V def2-TZVPD RIJCOSX def2/J DEFGRID3
* xyz 0 1
C -8.155 18.614 -17.357
Br -7.845 17.251 -16.031
Br -10.029 19.001 -17.537
Br -7.402 18.127 -19.051
H -7.640 19.494 -17.012
C -7.125 24.002 -16.900
Br -6.078 23.938 -18.500
Br -6.150 24.691 -15.402
Br -7.828 22.242 -16.515
H -7.956 24.671 -17.064
C -11.822 24.133 -17.140
Cl -10.712 24.544 -15.827
Cl -10.922 23.531 -18.518
Cl -12.833 25.503 -17.575
H -12.468 23.346 -16.783
C -3.507 23.045 -21.202
Cl -2.989 23.937 -22.609
Cl -2.169 22.212 -20.430
Cl -4.790 21.901 -21.626
H -3.901 23.743 -20.479
C -8.941 29.372 -17.104
C -9.524 27.974 -16.869
O -8.528 27.092 -17.369
C -7.557 27.799 -17.994
O -6.633 27.319 -18.526
O -7.790 29.122 -17.909
H -8.630 29.866 -16.186
H -9.627 30.018 -17.648
H -10.455 27.805 -17.405
H -9.687 27.780 -15.810
*
```